1.
The following is a DFT calculation (wB97M-V/def2-TZVPD) of a structure of composition C29H31FIMoNSi in a non-equilibrium geometry.

The HOMO-LUMO gap is 5.398 eV. As for the charge: +2.

Geometry (Å):
I: -2.542373 1.573919 -1.166232
Mo: -0.197405 0.422238 -0.077107
Si: 1.922113 1.081892 -2.678481
F: 0.202263 4.081652 -1.871783
N: 1.125376 1.289210 -1.074109
C: -1.462040 -3.238737 -1.548578
C: 0.733116 3.798057 -0.678749
C: 1.261079 2.550406 -0.307451
C: 0.418760 -1.361000 0.053547
C: -0.182166 1.387230 4.204929
C: -2.459588 1.572827 3.276946
C: -0.437250 -3.658748 -0.742146
C: -0.022918 -5.507134 -2.265259
C: -1.991670 1.032855 2.026278
C: 1.297230 -3.370967 1.027814
C: -4.741380 1.685927 2.455186
C: -0.996605 -4.969473 -3.117461
C: -2.966392 0.963891 1.008780
C: 1.342829 4.731730 1.485233
C: -1.599566 -3.761061 -2.828790
C: 0.698630 4.830607 0.239903
C: -3.830564 1.950929 3.430360
C: 0.242062 0.790310 3.010235
C: 2.138747 2.525907 0.825491
C: -0.537410 0.879302 1.906971
C: 0.025230 -2.793901 0.437783
C: 3.117895 -0.349055 -2.366524
C: -1.522132 1.807129 4.372266
C: 2.169167 3.610436 1.737953
C: -4.315244 1.274842 1.200743
C: 3.096897 2.641069 -2.975705
C: 0.572664 0.509888 -3.894572
C: 0.296003 -4.798328 -1.126317
C: -1.110640 -2.817360 1.516989
H: 4.104916 0.037258 -2.216651
H: 0.212864 5.757452 -0.002538
H: -2.057517 -2.429230 -1.170626
H: 0.065248 -0.331240 -3.450098
H: 1.108571 -5.271980 -0.504507
H: -1.209446 -5.451363 -4.091874
H: 2.780765 -0.923791 -1.515798
H: -4.989345 1.018862 0.410233
H: 1.376146 5.530861 2.270624
H: 1.217910 -1.496944 -0.724628
H: -0.926951 -2.143815 2.419720
H: 3.726321 2.676313 -2.098080
H: 0.351719 -6.512132 -2.411339
H: 1.139512 0.225719 2.868570
H: 2.695580 1.602190 1.007914
H: 1.646044 -2.742439 1.908117
H: 2.039166 -3.481027 0.196234
H: -0.201573 1.296924 -4.111483
H: -2.354966 -3.311566 -3.521305
H: -1.055990 -3.880661 1.852256
H: 2.931276 3.538418 2.528164
H: 0.906555 0.193550 -4.872367
H: 2.421575 3.513239 -3.041218
H: 1.186358 -4.384348 1.439341
H: -5.794526 1.774829 2.760841
H: -4.223671 2.195881 4.426132
H: -1.936324 2.131740 5.289807
H: 0.515370 1.556378 4.980794
H: 3.150756 -0.969871 -3.289615
H: 3.605732 2.541105 -3.939720
H: -2.176783 -2.626790 1.104946

Cartesian forces (eV/Å) of the 6 atoms listed first:
I 0.310 -1.206 1.102
Mo 1.835 0.303 0.049
Si 2.016 -0.225 -1.711
F -0.124 -0.949 -0.083
N -1.318 1.352 1.347
C 0.432 0.693 -0.591

---

2.
The following is a DFT calculation (wB97M-V/def2-TZVPD) of a structure of composition C29H31IrN7O4PSe in a non-equilibrium geometry.

The HOMO-LUMO gap (spin up / spin down) is 5.559 / 5.725 eV. The expectation value of S² is 1.15. As for the charge: +3. The spin multiplicity is 2.

Geometry (Å):
Ir: -0.067015 -0.378592 0.023632
Se: -2.927793 -5.290168 5.227871
P: -0.280547 0.089315 -2.223032
O: -0.324354 -1.266264 -3.007052
O: -1.600825 0.902779 -2.439557
O: 0.872086 0.840048 -2.989781
O: -1.152458 1.416032 0.686155
N: -1.258710 -2.204037 0.129128
N: -3.319882 0.785810 0.330349
N: -2.744340 2.994808 0.604074
N: -3.051220 -5.195415 3.467021
N: 0.009144 -0.854612 2.091076
N: -1.872185 -3.876548 5.343590
N: 1.924661 0.009852 0.003715
C: 2.679546 -1.144018 0.182921
C: 3.978683 3.629969 0.113874
C: -2.192669 -3.758243 1.694517
C: -1.845389 -2.875829 -0.864889
C: -4.741614 1.070252 0.150578
C: 3.919450 1.304231 -0.479214
C: 4.597583 2.502086 -0.421177
C: 0.030816 -1.508863 -4.407449
C: 3.769299 -1.156019 1.080992
C: -0.185083 -1.527304 4.762753
C: 3.046786 -3.471589 -0.309629
C: 0.566379 -0.442429 4.365204
C: -2.335341 -4.168565 3.083735
C: 1.958373 2.381895 0.502372
C: -2.384698 1.711475 0.533926
C: 2.598651 1.225222 0.015457
C: -2.178472 1.146981 -3.755498
C: -1.418478 -2.638988 1.404369
C: 0.636392 -0.131419 3.013413
C: -1.679653 -3.436236 4.125860
C: 4.132207 -3.474593 0.566079
C: -0.858910 -2.281896 3.797212
C: 1.053615 2.278227 -3.015988
C: 4.482459 -2.318145 1.267097
C: -2.622827 -4.007266 -0.645727
C: 2.316493 -2.318405 -0.497466
C: 2.657159 3.566018 0.566031
C: -2.805139 -4.451374 0.644831
C: -0.741710 -1.913116 2.459985
H: 2.801291 -4.366134 -0.865579
H: -0.273884 -1.806596 5.804878
H: 0.650060 -0.702421 -4.785908
H: 0.222970 2.756186 -3.530164
H: 5.300073 -2.342033 1.974860
H: 1.522224 -2.280033 -1.237934
H: 1.139970 2.684979 -2.013103
H: 5.602376 2.571225 -0.815251
H: 1.209141 0.717068 2.662187
H: 4.707823 -4.380565 0.703111
H: 1.095907 0.169832 5.081267
H: -3.707280 3.284739 0.628108
H: -2.039023 3.680438 0.813753
H: 4.517922 4.567042 0.163095
H: -1.535656 1.799490 -4.341266
H: -3.132927 1.629595 -3.578738
H: -2.336024 0.204703 -4.275398
H: -0.886340 -1.600305 -4.981631
H: -1.678840 -2.498944 -1.859767
H: -3.070415 -4.515776 -1.487510
H: 4.359921 0.447698 -0.971739
H: 3.977918 -0.278748 1.679528
H: 2.187650 4.452059 0.971923
H: -5.256475 0.139492 -0.065736
H: -4.900286 1.747234 -0.688977
H: -3.405824 -5.323756 0.869088
H: -5.176501 1.492957 1.056609
H: 0.940829 2.321176 0.859536
H: -3.008818 -0.169867 0.292095
H: 1.969200 2.451493 -3.571235
H: 0.576950 -2.445996 -4.426462

Cartesian forces (eV/Å) of the 6 atoms listed first:
Ir 0.086 -0.868 0.229
Se -0.005 -0.017 0.024
P 0.293 0.096 0.183
O 0.041 -0.251 -0.141
O -0.317 0.087 -0.047
O 0.100 0.165 0.201

---

For each record above, in turn, the calculated DFT total energy values are -52597.698, -126648.729 eV.